1.
The ion C10H9Cl2N2O with charge +1 in a non-equilibrium geometry, computed with ωB97M-V/def2-TZVPD.

Geometry as XYZ:
```
24
Properties=species:S:1:pos:R:3:lowdin_charge:R:1
C -2.531 1.818 0.630 0.020
C -2.272 0.644 1.309 -0.028
C -1.685 2.253 -0.456 -0.008
C -1.217 -0.182 0.911 0.049
C -0.657 1.423 -0.844 0.008
C -0.409 0.138 -0.230 -0.129
C 3.367 -1.544 0.816 -0.146
C 3.139 0.751 1.609 -0.578
C 1.133 -1.919 0.090 -0.631
C 0.665 -0.703 -0.651 -0.230
N 3.039 -0.384 1.191 -0.044
N 2.520 -2.300 0.049 -0.012
O 1.532 -0.371 -1.521 0.194
Cl 3.000 1.217 3.245 0.617
Cl 0.229 -3.382 -0.461 0.722
H -3.353 2.312 1.067 0.111
H -2.895 0.525 2.139 0.106
H -1.777 3.200 -0.894 0.103
H -0.931 -1.102 1.492 0.137
H -0.211 1.781 -1.827 0.146
H 4.412 -1.882 0.788 0.160
H 0.823 -1.685 1.119 0.112
H 2.744 -2.597 -0.864 0.116
H 1.526 0.565 -1.922 0.206
```

Net charge: +1
ΔE to the lowest compared entry with this formula, charge and spin (kcal per mole): 48.71
E_HOMO (eV): -11.052
Lowest unoccupied orbital energy (Ha): -0.2176
HOMO-LUMO gap (eV): 5.131

2.
The ion C10H9ClN3 with charge +1 in a non-equilibrium geometry, computed with ωB97M-V/def2-TZVPD.

Geometry as XYZ:
```
23
Properties=species:S:1:pos:R:3:lowdin_charge:R:1
C 0.268 2.133 -0.232 0.104
N -0.512 0.876 -0.564 -0.090
C -1.255 0.895 -1.815 -0.230
N -1.685 1.007 -2.836 0.289
C -1.722 0.491 0.292 -0.282
C -2.867 1.433 0.476 -0.457
Cl -2.887 3.002 -0.360 0.672
N -1.611 -0.656 0.780 0.240
C -0.571 -1.326 0.174 -0.175
C -0.110 -2.593 0.497 0.036
C 1.021 -3.062 -0.121 -0.041
C 1.726 -2.227 -0.896 -0.055
C 1.428 -0.884 -1.174 0.050
C 0.209 -0.429 -0.627 -0.085
H 0.629 2.350 -1.235 0.127
H -0.461 2.835 0.232 0.082
H 1.008 1.752 0.429 0.110
H -3.112 1.655 1.564 0.129
H -3.641 0.833 0.022 0.094
H -0.676 -3.284 1.082 0.128
H 1.416 -4.012 0.171 0.128
H 2.681 -2.412 -1.314 0.114
H 2.108 -0.404 -1.814 0.112
```

Net charge: +1
SMILES string: C[N@+]1(C#N)C(CCl)=Nc2ccccc21
ΔE to the lowest compared entry with this formula, charge and spin (kcal per mole): 17.72
E_HOMO (eV): -13.512
Lowest unoccupied orbital energy (Ha): -0.1619
HOMO-LUMO gap (eV): 9.107

3.
A structure of composition C10H9F5FeGaI2O4S in a non-equilibrium geometry, computed with ωB97M-V/def2-TZVPD.

Geometry as XYZ:
```
33
Properties=species:S:1:pos:R:3:lowdin_charge:R:1
I 1.837 -3.514 0.083 0.680
I 3.794 -2.517 -1.377 0.746
Ga -0.214 0.705 1.305 0.841
Fe -0.472 -0.627 -0.585 -0.036
S 1.022 0.403 -1.761 0.968
C -1.396 -1.605 -1.692 -0.116
C -0.637 -1.767 0.928 -0.213
C 0.790 0.308 -3.614 -0.804
C 1.926 1.038 -4.330 -0.047
C -0.578 0.898 -3.965 -0.042
C 0.819 -1.162 -4.029 -0.055
C -1.692 1.494 2.457 0.093
C -2.044 0.764 -0.767 0.002
O -1.069 -2.696 1.484 0.240
O -2.386 -2.191 -1.851 0.313
O -2.418 1.994 3.168 0.364
O -2.817 1.363 -1.374 0.292
H 1.704 1.093 -5.404 0.136
H 2.831 0.448 -4.211 0.095
H 2.108 2.042 -3.946 0.111
H -0.687 0.964 -5.036 0.133
H -0.706 1.903 -3.562 0.109
H -1.375 0.240 -3.575 0.077
H 0.643 -1.216 -5.135 0.161
H 0.018 -1.673 -3.457 0.054
H 1.806 -1.567 -3.746 0.058
F 1.450 -0.839 3.011 0.089
C 0.641 0.270 3.082 -0.407
F -0.253 0.049 4.122 0.135
C 1.514 1.456 3.502 -0.523
F 2.362 1.164 4.518 0.230
F 2.258 1.939 2.464 0.151
F 0.656 2.457 3.859 0.167
```

Net charge: +4
E_HOMO (alpha / beta) (eV): -23.812 / -23.726
Lowest unoccupied orbital energy (alpha / beta) (Ha): -0.6166 / -0.6764
HOMO-LUMO gap (alpha / beta) (eV): 7.033 / 5.319
<S²>: 8.8233
2S+1: 6

4.
A structure of composition C10H9IrN2O5 in a non-equilibrium geometry, computed with ωB97M-V/def2-TZVPD.

Geometry as XYZ:
```
27
Properties=species:S:1:pos:R:3:lowdin_charge:R:1
O 2.209 0.241 2.152 0.101
C 2.557 -0.238 1.105 -0.239
Ir 1.787 -0.268 -1.081 1.115
C 0.811 -0.392 -2.854 -0.194
O 0.489 -0.616 -3.956 0.226
C 3.260 -0.373 -2.365 -0.149
O 4.157 -0.480 -3.104 0.263
C 1.435 -2.167 -0.748 -0.213
O 1.125 -3.245 -0.477 0.217
C 1.881 1.698 -0.978 -0.186
O 1.910 2.848 -0.906 0.237
H 3.339 -1.004 1.227 0.130
C -2.131 -0.205 3.180 0.100
C -1.652 -0.025 1.788 -0.106
C -2.304 0.510 0.696 0.251
C -1.385 0.502 -0.361 -0.144
N -0.222 -0.029 0.067 0.080
N -0.431 -0.374 1.347 0.206
C -1.666 0.971 -1.725 0.074
H -2.543 0.747 3.567 0.158
H -2.950 -0.949 3.218 0.164
H -1.324 -0.534 3.853 0.130
H -3.327 0.868 0.651 0.197
H 0.263 -0.785 1.963 0.180
H -2.271 0.229 -2.271 0.174
H -2.256 1.899 -1.678 0.156
H -0.761 1.171 -2.308 0.072
```

Net charge: +3
ΔE to the lowest compared entry with this formula, charge and spin (kcal per mole): 5.59
E_HOMO (alpha / beta) (eV): -16.709 / -22.316
Lowest unoccupied orbital energy (alpha / beta) (Ha): -0.4623 / -0.6377
HOMO-LUMO gap (alpha / beta) (eV): 4.129 / 4.962
<S²>: 8.7739
2S+1: 6

Calculated total energy, record by record: -40577.5404; -27498.1926; -146038.3101; -26531.1576 eV